Record 1
{"formula": "C26H54N6O3P2RuSb2", "method": "ωB97M-V with the def2-TZVPD basis set", "species": ["Ru", "C", "Sb", "C", "C", "C", "C", "C", "C", "C", "C", "C", "Sb", "C", "C", "H", "H", "H", "H", "H", "H", "H", "H", "H", "H", "H", "H", "H", "H", "H", "H", "H", "H", "H", "H", "C", "N", "C", "P", "O", "O", "P", "O", "N", "C", "C", "N", "C", "C", "N", "C", "C", "H", "H", "H", "H", "H", "H", "H", "H", "H", "H", "H", "H", "H", "H", "H", "H", "H", "H", "H", "H", "H", "H", "H", "H", "N", "C", "N", "C", "C", "C", "C", "C", "H", "H", "H", "H", "H", "H", "H", "H", "H", "H"], "xyz": [[-0.357880, 0.104880, -0.694308], [-3.489938, 0.509591, -3.178806], [-2.254820, -0.856454, -2.144243], [-3.612244, -2.113167, -1.134322], [-1.826383, -2.113158, -3.904543], [-1.020995, -3.280836, -3.588356], [-1.650883, -4.496231, -3.256979], [-0.909079, -5.611533, -2.994342], [0.521675, -5.551304, -3.021495], [1.168394, -4.378104, -3.314737], [0.439866, -3.223652, -3.626774], [1.138800, -2.002926, -4.022213], [1.485522, -0.607969, -2.368149], [2.562953, 0.849770, -3.438429], [2.963813, -1.684581, -1.318297], [-4.053826, -0.036024, -3.933822], [-2.880754, 1.274683, -3.654424], [-4.190515, 0.961531, -2.478603], [-4.366469, -2.475072, -1.831345], [-4.097882, -1.540343, -0.345860], [-3.069144, -2.944402, -0.689943], [-1.380774, -1.417467, -4.611721], [-2.832673, -2.384597, -4.224810], [-2.732321, -4.551098, -3.261523], [-1.396041, -6.556079, -2.787058], [1.091410, -6.453316, -2.835072], [2.249614, -4.356809, -3.372270], [0.632142, -1.412542, -4.782827], [2.156558, -2.218463, -4.350140], [3.426925, 0.369923, -3.895175], [2.891096, 1.617000, -2.740242], [1.932348, 1.293207, -4.205358], [3.868426, -1.743420, -1.921629], [2.587123, -2.683476, -1.103525], [3.173796, -1.169028, -0.382782], [2.393499, 4.871281, 1.629934], [2.396505, 3.534951, 1.008176], [3.603205, 3.235237, 0.210685], [1.205803, 2.491567, 1.173578], [1.170979, 1.426026, 0.114389], [-0.178773, 3.434165, 0.902475], [-1.620079, 3.103716, 0.459035], [-1.861665, 1.765707, -0.127144], [-2.620478, 3.400856, 1.755640], [-2.474514, 4.615254, 2.568867], [-3.906056, 2.709021, 1.891343], [-2.053912, 4.352915, -0.546880], [-3.305749, 4.240552, -1.307194], [-1.483898, 5.700185, -0.482626], [1.064731, 1.945564, 2.683628], [-0.101938, 1.142938, 3.057409], [1.721168, 2.617684, 3.824953], [3.211291, 4.961467, 2.343757], [1.458498, 5.061068, 2.154660], [2.523102, 5.627135, 0.855610], [4.483371, 3.284146, 0.850406], [3.700375, 3.970972, -0.586847], [3.537007, 2.240311, -0.219724], [-1.502278, 5.076490, 2.420653], [-2.586570, 4.341600, 3.619101], [-3.272159, 5.319674, 2.317009], [-3.906629, 1.787176, 1.320700], [-4.720260, 3.365130, 1.568863], [-4.055315, 2.495417, 2.951721], [-3.693727, 3.226869, -1.268797], [-3.103397, 4.515666, -2.343778], [-4.037363, 4.946022, -0.905846], [-0.566831, 5.714117, 0.095659], [-2.221864, 6.390278, -0.063875], [-1.273964, 6.020257, -1.506306], [-0.430287, 0.517375, 2.227775], [-0.933453, 1.769506, 3.397840], [0.172337, 0.485628, 3.880880], [2.705222, 2.974960, 3.540591], [1.849494, 1.881910, 4.616016], [1.122916, 3.444477, 4.212989], [-0.160909, -1.717199, 0.499169], [0.215667, -2.534881, 1.245187], [0.636346, -3.456079, 2.037950], [0.796979, -4.868490, 1.574964], [1.877712, -5.545485, 2.413103], [3.048123, -4.600908, 2.671952], [2.613388, -3.369952, 3.497917], [1.108019, -3.151225, 3.418560], [1.086226, -4.835758, 0.522565], [-0.162375, -5.378588, 1.661449], [2.207862, -6.435523, 1.878149], [1.453670, -5.896480, 3.355340], [3.468831, -4.279886, 1.714535], [3.842504, -5.134155, 3.189412], [3.133538, -2.478618, 3.142453], [2.880052, -3.492771, 4.548072], [0.815734, -2.131595, 3.661795], [0.562446, -3.816215, 4.086228]], "atomic_forces_ev_per_a": [[-0.043, 0.282, -0.091], [-0.013, 0.003, 0.017], [0.074, -0.205, -0.052], [-0.011, -0.014, -0.017], [-0.022, -0.005, 0.029], [0.125, -0.032, -0.014], [-0.002, 0.119, -0.035], [0.182, -0.078, 0.018], [-0.164, -0.081, 0.018], [0.003, 0.080, -0.013], [-0.149, -0.054, -0.029], [0.069, 0.012, 0.000], [-0.044, -0.160, -0.070], [0.019, 0.013, -0.011], [0.022, 0.002, 0.001], [-0.019, 0.032, -0.009], [-0.023, 0.019, -0.015], [0.014, 0.011, 0.003], [-0.012, -0.012, 0.021], [-0.004, -0.020, 0.015], [-0.029, -0.021, 0.014], [0.002, -0.023, -0.025], [0.009, 0.007, -0.016], [0.007, 0.008, -0.008], [0.021, 0.003, 0.008], [-0.020, 0.000, -0.004], [-0.007, 0.005, -0.005], [-0.015, -0.023, -0.011], [-0.015, 0.012, -0.030], [0.016, 0.043, -0.020], [0.015, 0.026, -0.026], [0.011, 0.026, -0.009], [0.009, -0.025, 0.024], [0.024, -0.007, 0.028], [0.015, -0.012, 0.006], [-0.003, -0.032, -0.017], [0.155, 0.227, -0.089], [-0.044, 0.013, 0.051], [0.296, -0.405, -0.319], [-0.230, -0.022, 0.332], [-0.011, 0.172, 0.154], [-0.089, -0.136, -0.011], [0.102, -0.118, 0.074], [-0.044, 0.117, -0.059], [-0.002, -0.137, 0.027], [0.042, 0.117, 0.045], [-0.175, 0.068, -0.052], [0.113, 0.055, 0.000], [-0.061, -0.070, -0.076], [-0.141, 0.136, 0.231], [-0.003, -0.006, 0.014], [0.039, -0.086, -0.003], [0.022, -0.012, -0.002], [-0.007, -0.034, 0.006], [-0.012, 0.003, -0.013], [0.000, 0.009, 0.009], [0.006, 0.003, -0.008], [-0.024, -0.012, 0.011], [0.009, -0.015, -0.023], [-0.011, 0.011, 0.006], [0.021, 0.023, 0.019], [0.014, -0.012, -0.012], [-0.001, -0.013, -0.003], [-0.022, -0.029, -0.015], [0.023, -0.014, 0.013], [-0.009, 0.007, -0.005], [-0.025, -0.008, -0.014], [0.006, -0.016, 0.012], [0.029, 0.015, 0.022], [0.001, 0.021, 0.016], [-0.005, 0.004, -0.059], [0.016, 0.007, -0.001], [0.018, -0.003, -0.002], [0.005, 0.015, -0.021], [0.006, -0.006, 0.000], [-0.013, -0.012, -0.004], [-0.055, 0.331, 0.155], [0.071, -0.139, -0.035], [-0.002, 0.006, 0.050], [0.009, 0.090, 0.023], [-0.019, -0.024, 0.015], [-0.037, 0.032, 0.018], [0.049, -0.034, -0.021], [-0.070, -0.022, -0.151], [0.023, 0.024, -0.002], [-0.020, -0.007, 0.002], [-0.002, -0.014, 0.019], [0.008, -0.003, 0.003], [-0.017, 0.007, -0.004], [0.017, 0.003, -0.012], [0.013, -0.003, 0.021], [-0.006, -0.010, -0.002], [0.004, 0.014, -0.016], [-0.007, -0.007, 0.012]], "e_above_lowest_ev": 0.3543, "s_squared": 6.046, "e_tot_ev": -77120.3500, "spin_multiplicity": 5, "charge": 4}

***

Record 2
{"formula": "C24H46Cl2CrN3O4Si", "method": "ωB97M-V with the def2-TZVPD basis set", "species": ["C", "C", "H", "H", "H", "C", "C", "H", "H", "H", "H", "Cr", "Cl", "C", "O", "N", "C", "C", "H", "H", "H", "H", "H", "H", "H", "H", "H", "C", "C", "N", "H", "C", "O", "H", "H", "H", "H", "H", "H", "C", "C", "N", "H", "C", "O", "H", "H", "H", "H", "O", "C", "C", "C", "H", "C", "H", "C", "H", "C", "C", "H", "H", "H", "Si", "Cl", "C", "C", "C", "H", "H", "H", "H", "H", "H", "H", "H", "H", "C", "H", "H", "H"], "xyz": [[-5.979057, 4.079924, -1.800698], [-6.691413, 3.475567, -2.964102], [-5.511659, 5.029669, -2.082979], [-5.197959, 3.411045, -1.415517], [-6.675208, 4.306237, -0.979758], [-7.518459, 4.209405, -3.743679], [-7.738581, 5.670232, -3.549137], [-8.109932, 3.770353, -4.546915], [-6.789989, 6.219098, -3.481895], [-8.322515, 5.910784, -2.649416], [-8.298663, 6.086811, -4.391162], [-3.074917, -0.132974, -0.910746], [-5.132680, -0.990530, -0.817145], [-2.411398, -2.766326, -1.565670], [-1.962635, -1.594311, -1.710811], [-2.363636, -3.683262, -2.537449], [-1.546866, -3.444397, -3.723283], [-3.460901, -4.631947, -2.620632], [-2.894364, -3.055763, -0.623831], [-0.497464, -3.344152, -3.419394], [-1.849423, -2.538303, -4.264941], [-1.649274, -4.310635, -4.378854], [-3.735151, -4.940430, -1.609010], [-3.151361, -5.505638, -3.193109], [-4.348288, -4.190987, -3.100049], [2.457042, -2.615648, -0.865055], [3.488612, -2.351973, 1.727497], [2.613556, -1.522120, -0.877478], [3.495164, -1.283227, 1.458322], [2.479304, -0.962046, 0.459074], [1.861117, -1.042931, -1.512453], [1.348196, -0.295603, 0.814629], [0.425615, 0.026099, 0.047757], [3.284836, -0.694585, 2.359851], [1.348687, -0.062959, 1.895715], [3.626157, -1.311906, -1.251674], [4.491310, -1.020991, 1.076233], [1.026094, 4.477577, -0.223106], [-1.558010, 3.807868, -2.163467], [1.363229, 4.311520, -1.258440], [-0.625088, 3.912951, -2.735585], [0.499147, 3.388249, -1.981770], [2.379352, 3.888166, -1.217979], [0.821218, 2.065510, -2.041705], [0.366965, 1.239379, -2.822139], [-0.728009, 3.340262, -3.659514], [1.580200, 1.801071, -1.274270], [1.367367, 5.280769, -1.774815], [-0.446903, 4.974310, -2.938076], [-5.066227, 1.686507, -3.170880], [-6.479819, 1.977660, -3.130125], [-7.228349, 1.832523, -5.568600], [-7.245885, 1.325577, -4.272217], [-6.788300, 2.805847, -5.758523], [-7.793156, 1.085620, -6.616550], [-6.830760, 1.550900, -2.174174], [-8.003383, 0.179145, -3.979638], [-7.697212, 1.457996, -7.629615], [-8.467043, -0.100783, -6.341588], [-8.602395, -0.544119, -5.027419], [-8.112905, -0.103766, -2.926627], [-8.897537, -0.684044, -7.163642], [-9.174056, -1.447754, -4.778917], [-4.058428, 0.764556, -4.179189], [-3.129906, 2.190747, -1.083118], [-4.198158, 1.334262, -5.973451], [-4.751930, -1.005717, -4.175262], [-2.227567, 0.819306, -3.929891], [-5.035089, 0.855585, -6.498900], [-3.274362, 1.039686, -6.493753], [-4.291938, 2.425007, -6.057449], [-1.760690, 1.656496, -4.458884], [-1.785567, -0.108550, -4.309974], [-1.939955, 0.875169, -2.881872], [-5.736049, -1.003828, -4.666523], [-4.909437, -1.354137, -3.147030], [-4.111200, -1.747174, -4.679126], [-2.347971, -0.586905, 0.979917], [-2.016677, 0.334525, 1.483956], [-1.522354, -1.314276, 1.016667], [-3.208282, -1.034274, 1.509519]], "atomic_forces_ev_per_a": [[0.393, 0.112, 0.326], [-0.733, 0.278, -1.078], [0.026, -0.082, 0.072], [-0.206, 0.223, -0.148], [0.012, -0.062, -0.158], [0.378, -0.746, 0.571], [-0.112, 0.637, 0.001], [0.263, -0.066, 0.346], [-0.170, -0.060, 0.070], [0.170, -0.111, -0.025], [0.075, 0.001, 0.032], [1.446, 1.105, 1.092], [-2.044, -0.951, 0.139], [0.505, 2.472, -0.091], [0.068, -2.981, -0.484], [0.113, -0.363, -0.273], [-0.107, 0.247, 0.074], [-0.128, -0.097, 0.130], [-0.132, 0.005, -0.214], [-0.254, 0.094, -0.117], [0.052, -0.176, 0.151], [0.038, 0.093, 0.039], [-0.053, -0.008, -0.127], [0.033, -0.040, 0.081], [0.232, -0.038, 0.099], [0.031, 0.338, -0.028], [0.015, 0.228, -0.106], [0.045, 0.114, 0.167], [-0.429, 0.057, -0.256], [0.364, -0.323, 0.131], [0.140, -0.142, 0.045], [-1.881, 0.703, -1.424], [2.354, -0.751, 1.697], [0.160, -0.178, -0.184], [-0.172, 0.149, -0.128], [-0.266, -0.071, -0.024], [-0.193, -0.039, 0.125], [0.003, 0.033, -0.218], [0.217, -0.028, -0.179], [-0.196, -0.420, 0.324], [-0.244, 0.043, 0.142], [0.353, -0.153, -0.123], [-0.280, 0.329, -0.026], [-0.020, -0.239, -0.316], [0.521, 0.833, 0.640], [0.017, 0.188, 0.057], [-0.072, 0.021, -0.315], [0.168, -0.302, 0.087], [0.004, -0.177, -0.170], [0.026, -0.011, -1.068], [0.377, -0.154, 0.119], [-0.217, -0.738, -0.470], [-0.427, -0.003, 0.653], [0.278, -0.384, -0.109], [0.068, 0.412, 0.709], [0.072, -0.196, -0.291], [-0.008, 0.122, -0.708], [-0.118, -0.075, -0.019], [-0.029, -0.245, -0.225], [0.027, 0.196, 0.825], [0.167, -0.180, -0.494], [0.142, 0.223, 0.328], [0.247, 0.381, -0.266], [-1.628, -0.141, -0.544], [0.388, 0.741, 0.706], [-0.051, -0.038, -0.389], [0.143, -0.091, 0.118], [-0.027, -0.118, 0.640], [0.199, 0.236, 0.109], [-0.127, 0.073, 0.105], [-0.007, -0.156, -0.028], [-0.178, -0.111, 0.163], [-0.137, 0.068, -0.128], [0.245, 0.120, -0.230], [0.281, -0.018, 0.016], [0.001, 0.094, -0.241], [-0.051, 0.294, -0.074], [-0.164, -0.119, 0.340], [-0.111, -0.239, 0.019], [-0.070, 0.121, -0.107], [0.185, 0.237, 0.113]], "e_above_lowest_ev": 0.0000, "s_squared": 6.041, "e_tot_ev": -99641.8419, "spin_multiplicity": 5, "charge": -1}

***

Record 3
{"formula": "C4H11CdClNO2Ru", "method": "ωB97M-V with the def2-TZVPD basis set", "species": ["Ru", "Cl", "C", "H", "H", "H", "Cd", "C", "C", "C", "H", "H", "H", "H", "H", "H", "H", "H", "O", "N", "O"], "xyz": [[-0.580888, 1.092812, 0.285914], [-2.450569, 2.067769, -0.575424], [-1.884580, -0.137454, 1.156325], [-1.359221, -0.877864, 1.773521], [-2.531193, -0.653194, 0.437731], [-2.491835, 0.497998, 1.820231], [1.072924, -0.037435, -3.436596], [3.075741, 0.455852, -2.875293], [-0.639660, -0.308483, -4.705350], [-0.377537, -0.189096, -1.313279], [-0.853133, -1.385818, -4.798062], [-1.514369, 0.184801, -4.252801], [-0.450734, 0.112869, -5.704822], [3.603823, -0.465829, -2.603538], [3.584558, 0.940475, -3.719104], [3.061633, 1.132407, -2.012813], [-1.314752, -0.417757, -1.855332], [0.248253, -1.095048, -1.122548], [1.924330, 0.402801, 1.973697], [0.963501, 0.771396, 1.318805], [0.607710, 2.114300, 1.286437]], "atomic_forces_ev_per_a": [[-2.607, 0.458, -4.903], [-0.928, 1.095, -0.693], [-1.774, -2.208, 2.004], [-0.110, -0.109, 0.022], [0.010, 0.056, 0.125], [-0.171, -0.231, 0.033], [-0.553, 0.338, 0.676], [0.200, -0.010, -0.126], [-0.158, -0.096, -0.414], [0.629, -1.038, -0.340], [-0.023, 0.297, -0.072], [0.344, -0.145, -0.127], [-0.240, -0.167, 0.071], [0.100, 0.211, -0.015], [0.138, -0.085, 0.209], [-0.018, -0.184, -0.159], [0.327, -0.151, 0.277], [-0.231, 0.325, -0.341], [2.013, -1.305, 1.438], [0.634, 0.308, 0.281], [2.420, 2.641, 2.055]], "e_above_lowest_ev": 0.6826, "s_squared": 8.768, "e_tot_ev": -29570.1497, "spin_multiplicity": 6, "charge": -2}